No. 1
An isolated molecule of C3H3Br. Source: the OMol25 dataset; level of theory: wB97M-V/def2-TZVPD.

Values from the calculation:
Energy relative to the best compared isomer or geometry (same formula, charge and spin) (kcal per mole): 84.8
HOMO level (eV): -8.70
Frontier orbital gap (eV): 9.157
LUMO (hartree): 0.0167

XYZ file:
```
7
C3H3Br (wB97M-V/def2-TZVPD)
C 0.34301 -1.57387 -0.63217
C 0.92291 -2.96857 -0.85350
C -0.02433 -0.26506 -0.12478
Br -0.79013 -2.54114 -2.04497
H 0.78697 0.31266 -0.07175
H -0.37326 -0.45581 0.81936
H -0.59891 0.28231 -0.77038
```

Atomic charges from the natural (NBO) analysis, expressed in e, are listed below: atom 1 (C): -0.15, atom 2 (C): -0.04, atom 3 (C): -0.70, atom 4 (Br): 0.14, atom 5 (H): 0.25, atom 6 (H): 0.24, atom 7 (H): 0.25



No. 2
A cluster of 9 separate species, C55H83N14O3 in total. Source: the OMol25 dataset; level of theory: wB97M-V/def2-TZVPD.

Values from the calculation:
HOMO level (eV): -9.30
Frontier orbital gap (eV): 6.553
LUMO (hartree): -0.1010
Charge: +1

XYZ file:
```
155
C55H83N14O3 (wB97M-V/def2-TZVPD)
C -1.80453 -2.26790 2.38225
N -1.70687 -0.83177 2.01475
C -0.40914 -0.62520 1.36030
N -0.47478 0.37102 0.27828
C 0.11960 1.58456 0.64885
N -0.51309 2.64745 1.00591
O -1.87833 2.66100 1.09038
C -2.32842 4.02815 0.84947
C -3.84817 3.95646 0.67755
N -4.38294 3.29844 1.87297
C -5.67711 2.67213 1.58320
C -6.56520 2.57057 2.81984
C -6.17618 1.30954 3.64746
O -6.51962 3.75083 3.60781
N 1.50340 1.48727 0.51253
C 2.35636 1.87371 1.63346
C 3.68837 2.10502 1.29200
C 4.48861 2.50552 2.38363
C 3.84750 2.60891 3.61260
N 2.59428 2.36224 3.91524
C 1.82541 1.97934 2.88780
C 1.77624 0.21684 -0.16759
C 0.39991 0.06178 -0.88787
C 0.10296 -1.18852 -1.68185
C -1.24018 -0.95379 -2.44839
C -2.36792 -1.85038 -1.88273
C -3.78216 -1.31989 -2.20838
C -4.60663 -0.89426 -0.98386
C -4.59508 -1.93941 0.14229
C -5.79552 -1.88878 1.08541
O -5.31613 -2.26347 2.37714
C -6.37435 -2.42072 3.31346
H -1.99612 -2.84327 1.47017
H -2.65783 -2.43477 3.04028
H -0.87616 -2.64638 2.83351
H -1.68311 -0.37504 2.92250
H 0.32926 -0.35056 2.13479
H -0.07543 -1.59433 0.98734
H -0.01229 3.50526 1.24499
H -1.82107 4.48889 -0.00457
H -2.07648 4.58586 1.76114
H -4.02310 3.37890 -0.23300
H -4.19643 4.99259 0.57197
H -4.48152 4.03557 2.56480
H -6.18129 3.13872 0.72232
H -5.46965 1.64213 1.26044
H -7.59500 2.44388 2.46461
H -6.18809 1.57780 4.70477
H -6.93622 0.54713 3.44969
H -5.20765 0.90474 3.34690
H -7.38621 3.96052 3.96206
H 4.05649 1.99068 0.28130
H 5.53862 2.73349 2.26381
H 4.47314 2.94128 4.44411
H 0.78756 1.76038 3.11383
H 2.51025 0.31446 -0.97901
H 2.16159 -0.62117 0.41971
H 0.35570 0.95668 -1.51844
H 0.07715 -2.10466 -1.09083
H 0.87438 -1.25981 -2.45620
H -1.14378 -1.15355 -3.51799
H -1.52221 0.10126 -2.35191
H -2.17364 -1.99907 -0.81552
H -2.25454 -2.82734 -2.36692
H -3.76025 -0.51238 -2.94779
H -4.33306 -2.14292 -2.68227
H -5.64544 -0.65133 -1.23735
H -4.16880 0.03615 -0.59233
H -4.42957 -2.95536 -0.23766
H -3.72032 -1.72399 0.76300
H -6.31467 -0.92246 1.09534
H -6.48398 -2.69219 0.77790
H -6.04608 -1.96875 4.25470
H -7.31909 -1.97818 2.98488
H -6.55113 -3.48419 3.52533
N -3.27642 -5.43512 1.05589
C -2.34275 -6.35851 0.66532
C -2.44165 -7.43593 1.50437
C -3.47849 -7.15158 2.43439
C -3.97406 -5.91302 2.12993
H -3.42716 -4.54325 0.62151
H -1.69194 -6.16879 -0.17172
H -1.84008 -8.32850 1.45695
H -3.82139 -7.78332 3.23409
H -4.75941 -5.33141 2.58291
N 7.21990 5.20192 -0.30257
C 7.34665 4.89703 -1.63284
C 6.10048 4.61682 -2.12118
C 5.18465 4.77251 -1.04369
C 5.89950 5.13324 0.05417
H 7.97546 5.43763 0.31469
H 8.30991 4.89983 -2.11416
H 5.86952 4.33162 -3.13388
H 4.11662 4.62767 -1.08377
H 5.59188 5.34465 1.06507
N 5.71866 -3.93326 -0.20009
C 4.37767 -4.12445 -0.01975
C 3.87844 -3.01479 0.60796
C 4.96214 -2.11620 0.80918
C 6.08319 -2.71275 0.29677
H 6.34263 -4.59041 -0.63214
H 3.89708 -5.02942 -0.35008
H 2.84889 -2.86402 0.89250
H 4.92312 -1.14498 1.27679
H 7.10460 -2.37627 0.24480
N -2.12697 1.75489 -6.62153
C -1.29285 1.26335 -7.58916
C -0.15788 0.80580 -6.97579
C -0.31518 1.02505 -5.58121
C -1.54114 1.61011 -5.39539
H -3.03005 2.15945 -6.78768
H -1.57766 1.28314 -8.62707
H 0.69066 0.36233 -7.47061
H 0.39102 0.78126 -4.80302
H -2.04436 1.93533 -4.50004
N 4.46609 -0.41950 -6.33974
C 3.66149 0.63865 -6.67107
C 4.15449 1.19865 -7.81854
C 5.29883 0.44661 -8.19846
C 5.46348 -0.54448 -7.26910
H 4.34389 -1.01234 -5.54055
H 2.81176 0.90042 -6.06283
H 3.74110 2.05180 -8.33037
H 5.92774 0.61491 -9.05654
H 6.20115 -1.32455 -7.18818
N 1.50679 5.44442 2.94370
C 1.94222 6.67239 2.51906
C 0.94527 7.58088 2.74844
C -0.13895 6.88123 3.33982
C 0.23537 5.56962 3.44974
H 2.00972 4.57710 2.90780
H 2.92291 6.79245 2.09010
H 0.98836 8.63236 2.51950
H -1.08414 7.29489 3.65063
H -0.28929 4.71325 3.84429
N 10.31677 2.88491 -1.75891
C 9.90590 1.67191 -2.24303
C 10.95560 1.11312 -2.92051
C 12.04526 2.02199 -2.83854
C 11.62148 3.10294 -2.11471
H 9.74918 3.51502 -1.22593
H 8.90555 1.31508 -2.06461
H 10.94583 0.15849 -3.41958
H 13.02708 1.89489 -3.26281
H 12.13194 4.00529 -1.82370
N -5.79691 -9.25793 4.44017
C -6.54073 -9.26446 5.58960
C -7.83833 -8.99226 5.25159
C -7.88093 -8.82000 3.84115
C -6.60723 -8.99148 3.36883
H -4.80935 -9.42439 4.39139
H -6.08300 -9.46089 6.54416
H -8.66653 -8.92588 5.93731
H -8.74859 -8.59686 3.24275
H -6.20865 -8.94731 2.36940
```

Here are the Löwdin charges for atoms 1 to 99, given in e: atom 1 (C): -0.12, atom 2 (N): -0.06, atom 3 (C): -0.19, atom 4 (N): 0.04, atom 5 (C): -0.24, atom 6 (N): 0.15, atom 7 (O): -0.04, atom 8 (C): -0.14, atom 9 (C): -0.19, atom 10 (N): -0.04, atom 11 (C): -0.19, atom 12 (C): -0.40, atom 13 (C): -0.03, atom 14 (O): -0.04, atom 15 (N): 0.04, atom 16 (C): -0.20, atom 17 (C): 0.03, atom 18 (C): -0.02, atom 19 (C): -0.16, atom 20 (N): 0.09, atom 21 (C): -0.11, atom 22 (C): -0.07, atom 23 (C): -0.26, atom 24 (C): -0.11, atom 25 (C): -0.18, atom 26 (C): -0.19, atom 27 (C): -0.19, atom 28 (C): -0.19, atom 29 (C): -0.18, atom 30 (C): -0.22, atom 31 (O): -0.22, atom 32 (C): -0.11, atom 33 (H): 0.05, atom 34 (H): 0.08, atom 35 (H): 0.09, atom 36 (H): 0.10, atom 37 (H): 0.13, atom 38 (H): 0.12, atom 39 (H): 0.18, atom 40 (H): 0.13, atom 41 (H): 0.11, atom 42 (H): 0.12, atom 43 (H): 0.13, atom 44 (H): 0.11, atom 45 (H): 0.12, atom 46 (H): 0.11, atom 47 (H): 0.14, atom 48 (H): 0.08, atom 49 (H): 0.06, atom 50 (H): 0.07, atom 51 (H): 0.10, atom 52 (H): 0.12, atom 53 (H): 0.11, atom 54 (H): 0.12, atom 55 (H): 0.12, atom 56 (H): 0.14, atom 57 (H): 0.12, atom 58 (H): 0.16, atom 59 (H): 0.11, atom 60 (H): 0.12, atom 61 (H): 0.11, atom 62 (H): 0.10, atom 63 (H): 0.08, atom 64 (H): 0.12, atom 65 (H): 0.11, atom 66 (H): 0.11, atom 67 (H): 0.11, atom 68 (H): 0.11, atom 69 (H): 0.11, atom 70 (H): 0.07, atom 71 (H): 0.12, atom 72 (H): 0.13, atom 73 (H): 0.09, atom 74 (H): 0.08, atom 75 (H): 0.08, atom 76 (N): 0.01, atom 77 (C): -0.14, atom 78 (C): -0.10, atom 79 (C): -0.11, atom 80 (C): -0.12, atom 81 (H): 0.10, atom 82 (H): 0.10, atom 83 (H): 0.09, atom 84 (H): 0.07, atom 85 (H): 0.10, atom 86 (N): 0.01, atom 87 (C): -0.14, atom 88 (C): -0.09, atom 89 (C): -0.12, atom 90 (C): -0.16, atom 91 (H): 0.15, atom 92 (H): 0.10, atom 93 (H): 0.10, atom 94 (H): 0.09, atom 95 (H): 0.10, atom 96 (N): 0.01, atom 97 (C): -0.13, atom 98 (C): -0.13, atom 99 (C): -0.12



No. 3
A structure of composition C6H11ClS. Source: the OMol25 dataset; level of theory: wB97M-V/def2-TZVPD.

Values from the calculation:
Energy relative to the best compared isomer or geometry (same formula, charge and spin) (kcal per mole): 94.4
HOMO level (eV): -9.15
Frontier orbital gap (eV): 9.504
LUMO (hartree): 0.0128

XYZ file:
```
19
C6H11ClS (wB97M-V/def2-TZVPD)
C -1.68749 1.41350 -0.70610
C -1.47368 -0.15203 -0.71602
C -0.01002 -0.70753 -0.69907
C 1.07996 -0.22390 0.05959
C 0.98297 0.76427 1.29852
C 2.33246 -1.16193 -0.08741
H -1.00383 1.93639 -1.46334
H -1.43019 1.86736 0.18331
H -2.84591 1.63130 -1.16335
H -1.89540 -0.57916 -1.56185
H -2.69527 -1.92532 0.83322
H 0.23996 -1.74693 -1.21521
H 0.05805 0.65068 2.20250
H 2.16752 0.32548 1.87180
H 1.03675 1.83500 0.99599
H 2.00509 -1.49350 -1.09635
H 2.38413 -1.86532 0.73053
S -2.90905 -0.61922 0.57227
Cl 3.66395 0.05085 -0.03903
```

Atomic charges from the natural (NBO) analysis, expressed in e, are listed below: atom 1 (C): -0.63, atom 2 (C): -0.27, atom 3 (C): -0.23, atom 4 (C): 0.02, atom 5 (C): -0.68, atom 6 (C): -0.41, atom 7 (H): 0.22, atom 8 (H): 0.21, atom 9 (H): 0.23, atom 10 (H): 0.21, atom 11 (H): 0.13, atom 12 (H): 0.21, atom 13 (H): 0.25, atom 14 (H): 0.22, atom 15 (H): 0.23, atom 16 (H): 0.24, atom 17 (H): 0.23, atom 18 (S): -0.12, atom 19 (Cl): -0.06